1.
Molecular formula: C5H4HgO6
Method: DFT, ωB97M-V/def2-TZVPD

Structure (XYZ):
```
16
C5H4HgO6 ωB97M-V/def2-TZVPD
O -3.838 -0.641 1.754
C -4.636 -1.437 1.651
O 0.017 -0.346 2.209
C 1.110 -0.410 1.690
O 1.913 -0.097 -0.561
C 1.352 0.549 -1.558
C 1.259 -1.013 0.314
O 1.911 0.663 -2.616
Hg -1.904 0.909 2.196
H 2.012 -0.049 2.218
H 1.931 -1.879 0.393
H 0.281 -1.321 -0.072
O -0.564 1.547 -2.553
C -0.058 1.185 -1.409
O -0.667 1.262 -0.372
H -0.119 1.078 -3.283
```

For the HOMO energy (spin up / spin down), the calculation gives -14.074 / -14.475 eV. Its HOMO-LUMO gap (spin up / spin down) is 9.9128 / 7.2646 eV. Its spin multiplicity is 2. Its LUMO energy (spin up / spin down) is -4.16 / -7.21 eV. As for the charge: +1.

---

2.
Molecular formula: C56H43ClF3IN2O13PS3
Method: DFT, ωB97M-V/def2-TZVPD

Structure (XYZ):
```
123
C56H43ClF3IN2O13PS3 ωB97M-V/def2-TZVPD
C -5.796 3.895 -2.561
C -5.669 3.951 -1.055
C -4.223 3.832 -0.624
O -3.463 4.904 -1.235
C -2.910 5.788 -0.389
O -3.483 6.343 0.484
C -1.464 6.059 -0.698
S -1.331 7.106 -2.152
N -1.415 5.906 -3.435
C -1.173 4.566 -3.303
C -1.348 3.986 -4.541
P -1.088 2.157 -4.838
O 0.124 1.746 -3.852
I -3.028 1.195 -3.705
N -1.691 4.978 -5.421
C -1.934 4.845 -6.883
C -2.753 3.639 -7.299
C -4.068 3.464 -6.538
Cl -5.444 4.087 -7.476
C -1.729 6.135 -4.722
S -2.144 7.734 -5.379
O -1.715 8.716 -4.450
O -1.741 7.815 -6.737
C -4.003 7.721 -5.345
F -4.424 7.226 -4.190
F -4.464 7.004 -6.354
F -4.363 8.983 -5.472
O -6.341 2.836 -0.455
C -7.621 3.076 -0.099
O -7.906 3.924 0.672
C -8.697 2.191 -0.675
S -8.229 1.146 -2.089
H -5.215 4.679 -3.037
H -5.426 2.935 -2.911
H -6.826 4.010 -2.878
H -6.074 4.879 -0.658
H -4.144 3.887 0.456
H -3.821 2.895 -0.998
H -0.941 5.115 -0.795
H -1.009 6.607 0.119
H -0.883 4.073 -2.402
H -0.123 1.821 -2.919
H -0.959 4.845 -7.357
H -2.457 5.733 -7.201
H -3.004 3.816 -8.340
H -2.153 2.736 -7.299
H -4.053 3.970 -5.579
H -4.268 2.412 -6.403
H -9.520 2.808 -1.009
H -9.069 1.546 0.112
H -8.048 -0.031 -1.484
C 7.245 -3.054 -0.767
C 8.033 -1.972 -1.143
C 7.531 -1.008 -2.001
C 6.239 -1.128 -2.495
C 5.454 -2.227 -2.134
C 5.958 -3.183 -1.261
C 4.081 -2.400 -2.681
O 3.392 -3.345 -2.359
C 3.570 -1.374 -3.636
C 2.309 -1.540 -4.197
C 1.814 -0.588 -5.067
C 2.570 0.538 -5.380
C 3.829 0.702 -4.832
C 4.336 -0.256 -3.962
C 5.707 -0.071 -3.399
O 6.359 0.913 -3.673
H 7.638 -3.801 -0.090
H 9.042 -1.880 -0.763
H 8.136 -0.162 -2.292
H 5.341 -4.024 -0.976
H 1.725 -2.415 -3.946
H 0.833 -0.720 -5.506
H 2.175 1.283 -6.059
H 4.428 1.568 -5.076
C 2.883 -2.858 1.667
C 2.751 -4.116 1.088
C 3.243 -5.234 1.738
C 3.874 -5.099 2.968
C 4.023 -3.834 3.539
C 3.519 -2.716 2.887
C 4.726 -3.657 4.840
O 4.840 -2.557 5.342
C 5.279 -4.866 5.508
C 5.981 -4.721 6.698
C 6.492 -5.836 7.339
C 6.298 -7.103 6.799
C 5.603 -7.254 5.611
C 5.098 -6.138 4.957
C 4.377 -6.318 3.666
O 4.204 -7.421 3.193
H 2.490 -1.986 1.160
H 2.265 -4.219 0.127
H 3.142 -6.216 1.297
H 3.631 -1.741 3.339
H 6.126 -3.734 7.114
H 7.042 -5.721 8.264
H 6.693 -7.973 7.305
H 5.451 -8.235 5.184
C 1.744 -2.461 7.840
C 2.078 -1.988 6.575
C 1.145 -2.034 5.552
C -0.118 -2.560 5.783
C -0.445 -3.053 7.049
C 0.487 -2.992 8.076
C -1.778 -3.663 7.313
O -2.069 -4.085 8.411
C -2.747 -3.745 6.181
C -3.976 -4.357 6.387
C -4.892 -4.433 5.353
C -4.588 -3.892 4.109
C -3.363 -3.284 3.896
C -2.435 -3.215 4.927
C -1.108 -2.584 4.670
O -0.844 -2.107 3.584
H 2.470 -2.420 8.640
H 3.061 -1.587 6.387
H 1.394 -1.666 4.567
H 0.223 -3.367 9.055
H -4.206 -4.773 7.358
H -5.847 -4.915 5.515
H -5.309 -3.948 3.304
H -3.117 -2.865 2.931
```

For the HOMO energy, the calculation gives -10.841 eV. Its HOMO-LUMO gap is 6.4861 eV. Its spin multiplicity is 1. Its LUMO energy is -4.35 eV. As for the charge: +1.

---

3.
Molecular formula: C3H6N2OS
Method: DFT, ωB97M-V/def2-TZVPD

Structure (XYZ):
```
13
C3H6N2OS ωB97M-V/def2-TZVPD
C -1.225 0.117 0.801
C -0.533 -0.980 0.040
N 0.644 -0.498 -0.734
N 1.840 -0.296 -0.115
O 1.675 1.194 -0.083
C 0.377 0.935 -0.962
S -1.104 1.542 -0.298
H -2.284 -0.151 0.924
H -0.755 0.529 1.690
H 0.059 -1.600 0.618
H -1.082 -1.455 -0.764
H 1.724 -0.564 0.905
H 0.665 1.228 -2.021
```

For the HOMO energy, the calculation gives -8.495 eV. The energy relative to the best compared isomer or geometry (same formula, charge and spin) is 546.8 kJ/mol. Its HOMO-LUMO gap is 9.1716 eV. Its spin multiplicity is 1. Its LUMO energy is 0.68 eV. As for the charge: 0. As for the SMILES: C1CN2NO[C@@H]2S1.

---

4.
Molecular formula: C10H17P
Method: DFT, ωB97M-V/def2-TZVPD

Structure (XYZ):
```
28
C10H17P ωB97M-V/def2-TZVPD
H 3.192 -1.423 -0.746
P 3.057 0.009 -0.495
C 1.391 0.162 -0.437
C 0.612 1.450 -0.189
C 1.336 2.521 0.523
C -0.696 1.181 -0.329
C -1.836 2.034 0.067
C -0.906 -0.266 -0.721
C -2.098 -1.059 -0.064
C 0.483 -1.041 -0.321
C 0.810 -2.367 -0.967
C 0.531 -1.125 1.297
H 1.736 1.929 1.366
H 0.653 3.246 0.935
H 2.079 3.132 0.070
H -2.538 1.436 0.715
H -2.495 2.495 -0.682
H -1.568 2.970 0.715
H -0.974 -0.253 -1.893
H -2.166 -2.114 -0.438
H -3.003 -0.576 -0.514
H -1.902 -0.889 1.005
H 1.742 -2.822 -0.553
H 1.003 -2.363 -2.058
H -0.031 -3.043 -0.953
H -0.142 -0.281 1.481
H 1.561 -0.843 1.608
H 0.170 -2.103 1.578
```

For the HOMO energy, the calculation gives -7.981 eV. The energy relative to the best compared isomer or geometry (same formula, charge and spin) is 102.7 kJ/mol. Its HOMO-LUMO gap is 8.2539 eV. Its spin multiplicity is 1. Its LUMO energy is 0.27 eV. As for the charge: 0. As for the SMILES: [H]/P=C1/C(C)=C(C)[C@H](C)C1(C)C.

---

What E_tot values result from the calculations? In sequence: -21699.99396, -158931.76019, -19066.49908, -19931.73741 eV.